Entry 1:
{
  "formula": "C39H32FeN8O7S2Se",
  "method": "ωB97M-V with the def2-TZVPD basis set",
  "elements": ["H", "C", "N", "H", "C", "H", "O", "C", "C", "C", "C", "H", "C", "C", "C", "C", "C", "C", "N", "H", "H", "H", "C", "C", "N", "H", "C", "C", "C", "H", "C", "O", "H", "C", "C", "C", "C", "C", "H", "H", "C", "C", "O", "H", "H", "C", "C", "C", "N", "C", "Fe", "C", "H", "C", "Se", "N", "H", "H", "O", "C", "H", "O", "S", "C", "C", "N", "H", "N", "C", "C", "H", "N", "H", "H", "H", "H", "C", "H", "C", "O", "H", "O", "C", "H", "H", "H", "H", "H", "H", "S"],
  "xyz": [[3.1151, 1.5840, -8.5269], [0.7121, -3.9018, 1.2748], [-1.5512, 1.5630, 1.9144], [-5.1628, 2.7098, 1.8249], [-1.3844, -2.6680, -0.2110], [-3.2729, -1.4729, 2.9700], [-0.9903, -1.4932, -0.6132], [-0.8711, -4.7228, 2.8815], [-4.9143, -4.5986, 1.4293], [2.7292, 0.7501, 2.2824], [-0.6992, 3.7941, -1.9025], [-1.1583, 6.2007, -3.2699], [-0.7830, 4.5441, -6.6204], [-1.1424, 2.0254, -3.4352], [4.8067, -1.4287, -3.2816], [-3.6023, -4.2807, 1.1165], [-5.6409, -3.7967, 2.3000], [2.8057, 0.8364, -5.2918], [-2.8502, 2.0372, 2.0264], [5.8155, -1.0129, -3.2897], [4.7890, -2.3475, -3.8690], [3.2279, -0.0136, 1.7000], [0.0893, -5.5938, 3.3777], [2.7715, 2.5651, 3.8782], [2.2174, 0.9070, -4.0332], [0.9640, -3.2474, 0.4462], [2.5018, 1.4431, -6.4996], [-1.5582, -2.8218, 1.3303], [-3.7301, -2.3536, 2.5431], [-1.8619, -4.7064, 3.3167], [-1.0420, 6.4309, -5.4073], [-1.2529, 4.4168, -9.1751], [0.8834, 3.4874, 4.2830], [-0.9395, 3.3871, -3.2053], [-1.0491, 5.7050, -4.2233], [-1.0531, 1.1426, -2.3811], [-3.0029, -3.1518, 1.6699], [4.3989, 0.2449, -7.4340], [1.4029, 1.4452, -3.7903], [5.0151, 0.0285, -8.2972], [3.8692, -0.0503, -5.1553], [1.3614, -5.6188, 2.8261], [-1.2239, -1.5836, 1.9784], [2.1086, -6.3003, 3.2131], [-5.6140, 1.6049, 0.5873], [1.6719, -4.7680, 1.7744], [4.6927, -0.3655, -6.2231], [-0.7418, 2.1357, 2.7338], [-0.7488, 1.5412, -1.1335], [2.8464, 0.0998, -3.1494], [-0.9703, 0.1220, 0.3830], [1.3436, 0.9016, 2.1205], [-5.6030, -2.0376, 3.5283], [0.6803, 1.9091, 2.8484], [2.3927, -0.1610, -1.3834], [-0.8219, 3.7581, -5.5511], [1.6627, 2.1168, -6.6241], [3.3257, 3.2031, 4.5531], [1.0101, 4.0298, -8.3191], [-3.6976, 1.4441, 1.2400], [-0.2646, -1.5656, 2.1192], [-1.5711, -3.6174, -0.9355], [-0.4141, 3.7399, -8.2137], [1.4118, 2.7221, 3.7249], [-0.5687, -3.8745, 1.8241], [-5.0037, 1.8358, 1.3508], [-6.6674, -4.0442, 2.5408], [3.8691, -0.4787, -3.8307], [3.4232, 1.5708, 3.1450], [-5.0447, -2.6759, 2.8548], [-1.1784, 2.8853, 3.3931], [-0.9087, 5.8733, -6.5987], [-1.1527, 7.5110, -5.3877], [5.5220, -1.0527, -6.1188], [-1.1875, 0.0754, -2.5153], [4.4935, 1.4415, 3.2513], [3.3253, 1.1285, -7.5701], [4.5065, -1.6403, -2.2585], [-0.9443, 4.3311, -4.3579], [-0.7212, 2.3428, -7.9839], [-5.3720, -5.4752, 0.9881], [0.6845, 0.0998, 1.3179], [-0.6060, 2.8465, -0.9012], [-0.1597, -6.2536, 4.1994], [2.6612, -4.7820, 1.3352], [-0.3777, 3.1339, 0.1164], [-1.3534, 1.6794, -4.4386], [-0.5447, 4.8331, -1.6500], [-3.0380, -4.8959, 0.4291], [-3.3607, 0.1841, 0.0984]],
  "fmax_ev_per_a": 0.8,
  "spin_multiplicity": 6,
  "e_tot_ha": -6931.857623,
  "mol_weight_da": 923.67,
  "gap_ev": [6.861, 6.178],
  "e_above_lowest_kcal_mol": 0.00,
  "charge": -1
}

Entry 2:
{
  "formula": "C39H33AsNO10P2SW",
  "method": "ωB97M-V with the def2-TZVPD basis set",
  "elements": ["H", "O", "C", "C", "C", "H", "H", "H", "C", "H", "C", "H", "C", "C", "H", "H", "C", "O", "H", "C", "H", "H", "C", "H", "C", "C", "C", "C", "C", "H", "C", "C", "O", "C", "P", "H", "H", "H", "As", "H", "H", "H", "C", "W", "C", "C", "O", "C", "H", "C", "O", "H", "C", "C", "C", "H", "O", "O", "C", "H", "H", "O", "O", "C", "C", "C", "H", "C", "C", "H", "C", "H", "H", "S", "H", "O", "N", "H", "C", "H", "H", "H", "C", "C", "C", "C", "C", "P"],
  "xyz": [[-0.3100, -1.2316, -1.4412], [2.6860, -0.0586, 1.5459], [2.3343, 0.6991, -3.1723], [6.1163, 1.7627, 4.4590], [-0.6454, 4.9286, -1.3880], [0.2976, 6.5088, -0.2930], [-3.9300, 2.7515, -1.3393], [3.5341, -1.2333, -5.6575], [0.8856, -3.5556, 2.1491], [-1.7354, -1.6243, -2.3849], [-0.1037, 5.5048, -0.2493], [3.4121, -2.9094, -3.8035], [2.7654, 0.3591, -4.4440], [3.1217, -1.8800, -3.6519], [-0.6575, 5.4742, -2.3218], [-5.4668, -5.2419, 0.6772], [1.0936, -4.7435, 1.4617], [0.2192, 0.4506, 0.4993], [-3.9681, -1.5172, -2.1964], [6.1781, 2.3164, 2.1295], [-6.3253, 2.9765, -0.8556], [6.6061, 1.6773, 5.4199], [-3.5252, -2.6964, -0.4441], [7.8726, 2.4490, 3.4336], [1.8139, 2.0468, -2.7460], [-5.8714, -4.0723, -1.0760], [-4.3552, 2.2259, -0.4903], [-4.1085, 0.7942, 1.4296], [-3.9751, -3.7406, 0.3649], [-7.3123, 1.8326, 1.1030], [-0.5675, 3.5068, 1.0003], [-1.6782, 0.4395, -1.6713], [2.6101, 2.4392, 0.7606], [-3.5522, 1.4332, 0.3301], [-1.7738, 1.2577, -0.0304], [-0.9506, 0.9479, -2.3031], [-3.4900, 0.1641, 2.0574], [-0.2490, -1.7351, 2.2404], [2.2429, 0.9287, 3.0390], [2.3689, -3.9450, -0.4122], [-1.5523, 3.1938, -2.2392], [1.4927, -3.3161, 3.0127], [3.1803, -0.9396, -4.6788], [1.9336, 0.5840, -0.0990], [-1.1518, 3.6401, -1.3364], [0.3190, -5.0440, 0.3434], [2.6869, -3.5267, -1.2402], [-5.7058, 2.3632, -0.2144], [1.6596, -0.6226, 4.6423], [-5.4421, -3.0242, -1.8761], [4.0762, 1.0805, -0.4286], [2.7638, 1.1250, -5.2075], [2.6732, -1.4537, -2.4207], [-0.0657, 4.7957, 0.9430], [-1.1091, 2.9240, -0.1421], [0.4654, -5.9801, -0.1822], [1.9725, -1.6611, -0.2369], [4.7373, 3.4174, -0.1369], [-6.2579, 1.7212, 0.8873], [6.7073, 2.6931, 1.2645], [-0.5103, 2.9434, 1.9238], [2.5080, -0.3544, 4.2709], [1.5327, 2.0438, -1.4680], [-4.2777, -2.3392, -1.5606], [-5.1350, -4.4277, 0.0461], [4.1082, 1.5330, 3.1271], [-6.7781, -4.6085, -1.3228], [-1.3803, -1.0634, -1.5177], [6.8254, 2.1927, 3.3516], [-1.2591, -4.3956, -0.9540], [4.8370, 1.9826, 2.0260], [1.8377, -5.4485, 1.8105], [-3.4144, -4.0247, 1.2478], [4.0953, 2.2957, 0.4478], [-6.0140, -2.7360, -2.7486], [1.6443, 2.9416, -3.5249], [2.3018, -0.1872, -2.1858], [-2.6635, 0.5925, -2.1206], [2.4382, -2.2489, -1.2068], [0.3686, 5.2440, 1.8270], [4.2364, 1.0796, 5.2154], [-5.8866, 0.4394, 2.5681], [-0.0974, -2.6739, 1.7225], [4.7685, 1.4372, 4.3441], [-0.8708, -2.9599, 0.5983], [-0.6526, -4.1526, -0.0893], [-5.4590, 0.9411, 1.7101], [-2.0938, -1.7066, 0.0794]],
  "fmax_ev_per_a": 1.5,
  "spin_multiplicity": 3,
  "e_tot_ha": -5696.805234,
  "mol_weight_da": 1028.47,
  "gap_ev": [6.090, 6.661],
  "e_above_lowest_kcal_mol": 0.00,
  "charge": 1
}